No. 1
Entry from the OMol25 dataset: a 12-piece molecular cluster, C47H101NO33 overall at a distorted geometry (ωB97M-V/def2-TZVPD).

Computed properties:
Orbital gap ... 9.6 eV
SMILES ... COC(=O)OC.COC(=O)OC.COC(=O)OC.COC(=O)OC.COC(=O)OC.COC(=O)OC.COC(=O)OC.COCCOCCOC.COCCOCCOC.COCCOCCOC.COCCOCCOC.CC#N

Geometry as ORCA input:
```
! RIJCOSX wB97M-V def2-TZVPD def2/J DEFGRID3
* xyz 0 1
C 0.761 -0.813 -12.281
O 1.538 -1.392 -11.177
C 2.385 -0.551 -10.576
O 2.904 0.411 -11.071
O 2.757 -1.053 -9.359
C 3.831 -0.505 -8.619
H 1.208 -0.008 -12.864
H -0.218 -0.490 -11.926
H 0.690 -1.628 -13.002
H 3.817 -0.963 -7.630
H 3.529 0.506 -8.345
H 4.758 -0.504 -9.193
C -7.061 -9.481 2.568
O -5.744 -9.136 2.276
C -4.869 -8.599 3.158
O -5.069 -8.364 4.347
O -3.696 -8.510 2.548
C -2.547 -7.932 3.301
H -7.119 -10.304 3.280
H -7.519 -9.890 1.667
H -7.651 -8.701 3.049
H -1.824 -7.341 2.738
H -2.117 -8.689 3.957
H -2.939 -7.210 4.018
C -7.023 7.387 -8.576
O -7.050 7.025 -7.204
C -6.934 5.731 -6.788
O -6.747 4.765 -7.504
O -7.213 5.708 -5.462
C -7.436 4.418 -4.801
H -6.683 8.422 -8.531
H -8.001 7.473 -9.049
H -6.331 6.747 -9.123
H -7.778 4.555 -3.775
H -6.554 3.808 -4.602
H -8.118 3.832 -5.418
C -6.107 -7.893 -6.326
O -5.654 -6.659 -6.817
C -6.569 -5.824 -7.427
O -7.712 -6.142 -7.603
O -5.974 -4.682 -7.690
C -6.686 -3.491 -8.198
H -6.475 -8.544 -7.119
H -6.991 -7.791 -5.696
H -5.323 -8.241 -5.653
H -7.651 -3.421 -7.696
H -6.972 -3.684 -9.232
H -6.126 -2.557 -8.135
C 0.936 5.769 -8.544
O 2.099 6.322 -7.980
C 2.959 6.935 -8.769
O 2.791 7.559 -9.800
O 4.119 7.109 -8.071
C 4.936 8.230 -8.399
H 0.523 6.140 -9.482
H 0.214 5.860 -7.732
H 1.045 4.718 -8.812
H 4.431 9.190 -8.290
H 5.225 8.055 -9.435
H 5.826 8.314 -7.776
C 5.761 -3.891 -0.462
O 6.297 -4.961 -1.166
C 6.212 -6.182 -0.726
O 6.020 -6.535 0.486
O 6.495 -7.127 -1.692
C 6.842 -6.884 -3.030
H 4.672 -3.850 -0.444
H 6.087 -2.961 -0.928
H 6.195 -3.825 0.536
H 6.787 -7.768 -3.666
H 7.869 -6.523 -3.089
H 6.243 -6.067 -3.431
C -0.244 9.346 -0.403
O -1.660 9.707 -0.581
C -2.658 9.136 0.072
O -2.525 8.280 0.967
O -3.762 9.553 -0.488
C -5.028 9.072 0.026
H -0.082 8.318 -0.727
H -0.180 9.444 0.681
H 0.462 9.991 -0.927
H -5.843 9.638 -0.425
H -5.124 9.285 1.091
H -5.250 8.042 -0.252
C -13.320 -9.003 6.083
O -14.270 -8.283 5.327
C -14.320 -6.897 5.767
C -15.285 -6.050 4.933
O -14.687 -5.711 3.720
C -15.538 -4.966 2.870
C -14.647 -4.219 1.806
O -14.256 -5.185 0.763
C -13.189 -6.047 1.227
H -13.660 -9.052 7.118
H -12.332 -8.548 6.156
H -13.194 -10.053 5.818
H -13.328 -6.466 5.630
H -14.531 -6.761 6.827
H -15.406 -5.043 5.331
H -16.190 -6.636 4.771
H -16.165 -4.181 3.293
H -16.233 -5.630 2.357
H -13.795 -3.763 2.310
H -15.170 -3.430 1.265
H -12.422 -5.677 1.907
H -12.802 -6.559 0.345
H -13.672 -6.767 1.887
C -4.564 -1.361 -1.437
O -3.211 -1.008 -1.301
C -2.324 -2.061 -1.596
C -0.896 -1.660 -1.182
O -0.144 -0.633 -1.783
C -0.732 0.652 -1.705
C 0.397 1.754 -1.806
O 1.430 1.735 -0.841
C 0.982 2.070 0.523
H -4.847 -2.165 -0.758
H -4.991 -1.540 -2.423
H -5.048 -0.448 -1.089
H -2.297 -2.251 -2.669
H -2.701 -2.888 -0.996
H -0.225 -2.504 -1.342
H -0.732 -1.613 -0.105
H -1.603 0.897 -1.097
H -1.256 0.717 -2.659
H -0.068 2.736 -1.897
H 0.844 1.620 -2.791
H 0.016 2.572 0.580
H 1.713 2.743 0.971
H 1.046 1.175 1.142
C 17.046 10.265 0.909
O 17.280 8.914 0.807
C 16.537 8.295 -0.260
C 16.502 6.829 -0.069
O 15.214 6.393 0.529
C 14.296 5.861 -0.472
C 12.857 6.320 -0.117
O 11.979 5.831 -1.094
C 10.624 6.343 -1.024
H 17.185 10.932 0.058
H 17.641 10.679 1.724
H 16.030 10.333 1.297
H 16.991 8.670 -1.177
H 15.514 8.672 -0.278
H 17.286 6.471 0.599
H 16.692 6.401 -1.054
H 14.418 4.787 -0.617
H 14.474 6.172 -1.501
H 12.761 7.402 -0.030
H 12.492 6.001 0.860
H 10.667 7.221 -1.669
H 10.208 6.465 -0.024
H 9.903 5.685 -1.510
C 7.502 -3.049 16.016
O 6.742 -4.021 15.515
C 6.175 -3.762 14.221
C 7.149 -3.992 13.081
O 6.617 -3.488 11.911
C 7.542 -3.490 10.774
C 7.894 -2.081 10.432
O 7.187 -1.443 9.340
C 5.743 -1.155 9.639
H 8.030 -2.336 15.384
H 8.206 -3.497 16.717
H 6.951 -2.327 16.620
H 5.772 -2.749 14.192
H 5.314 -4.409 14.050
H 7.505 -5.022 13.092
H 7.991 -3.364 13.371
H 7.155 -4.025 9.907
H 8.501 -3.942 11.027
H 8.949 -2.106 10.160
H 7.963 -1.459 11.324
H 5.058 -1.994 9.758
H 5.334 -0.681 8.747
H 5.616 -0.518 10.514
C -3.329 4.171 6.189
C -4.466 3.299 5.845
N -5.335 2.609 5.595
H -2.606 4.018 5.387
H -2.723 3.873 7.043
H -3.797 5.154 6.239
*
```


No. 2
Entry from the OMol25 dataset: a 7-piece molecular cluster, C47H102N5O6 overall at a distorted geometry (ωB97M-V/def2-TZVPD).

Computed properties:
Orbital gap ... 6.0 eV
Energy above the lowest of the compared OMol25 structures with the same formula, charge and spin ... 32.5 kcal/mol

Geometry as ORCA input:
```
! RIJCOSX wB97M-V def2-TZVPD def2/J DEFGRID3
* xyz 3 1
C -4.264 -3.500 1.827
C -4.169 -4.305 0.495
C -2.878 -5.084 0.372
C -1.616 -4.246 0.632
N -0.336 -4.904 0.127
C -0.226 -4.933 -1.379
C 1.257 -5.140 -1.643
C 2.034 -4.570 -0.470
C 0.890 -4.050 0.456
C -0.150 -6.277 0.702
H -4.118 -4.170 2.678
H -5.329 -3.281 1.906
H -3.614 -2.636 1.942
H -4.321 -3.641 -0.355
H -4.972 -5.034 0.589
H -2.770 -5.429 -0.666
H -2.656 -5.987 0.946
H -1.534 -4.212 1.718
H -1.743 -3.294 0.115
H -0.852 -5.732 -1.773
H -0.674 -4.008 -1.747
H 1.385 -6.205 -1.839
H 1.590 -4.679 -2.573
H 2.708 -5.245 0.049
H 2.556 -3.687 -0.830
H 1.040 -4.006 1.531
H 0.792 -3.036 0.067
H -0.810 -7.007 0.238
H -0.437 -6.227 1.752
H 0.878 -6.615 0.612
C 1.357 3.091 8.192
C 1.823 2.448 6.873
C 1.282 1.015 6.775
C 1.497 0.587 5.311
N 0.830 -0.739 4.983
C 1.057 -1.186 3.554
C -0.139 -2.039 3.171
C -1.284 -1.548 3.978
C -0.686 -0.526 4.972
C 1.144 -1.845 5.952
H 1.979 2.561 8.919
H 0.305 2.924 8.410
H 1.611 4.146 8.248
H 2.905 2.456 6.733
H 1.483 3.034 6.011
H 0.222 1.033 7.034
H 1.826 0.447 7.531
H 2.560 0.396 5.162
H 1.111 1.318 4.604
H 2.047 -1.626 3.426
H 1.090 -0.264 2.969
H -0.084 -3.120 3.332
H -0.419 -1.984 2.115
H -1.706 -2.387 4.537
H -2.147 -1.165 3.434
H -1.146 -0.707 5.940
H -0.864 0.493 4.639
H 2.195 -2.097 6.062
H 0.553 -2.670 5.558
H 0.734 -1.550 6.913
C -3.628 0.579 -2.850
C -2.685 -0.289 -3.661
C -3.284 -1.230 -4.728
C -2.467 -2.493 -4.971
N -2.439 -2.963 -6.412
C -1.605 -4.192 -6.550
C -1.117 -4.236 -8.015
C -1.059 -2.776 -8.461
C -1.719 -1.952 -7.354
C -3.817 -3.248 -6.924
H -4.362 1.053 -3.501
H -3.025 1.315 -2.323
H -4.148 0.061 -2.043
H -2.074 -0.903 -2.983
H -1.845 0.292 -4.061
H -3.484 -0.673 -5.645
H -4.261 -1.525 -4.336
H -2.855 -3.317 -4.373
H -1.432 -2.270 -4.708
H -2.258 -5.045 -6.359
H -0.779 -4.264 -5.846
H -1.782 -4.769 -8.688
H -0.105 -4.629 -8.089
H -1.744 -2.685 -9.310
H -0.141 -2.429 -8.929
H -2.424 -1.253 -7.797
H -1.009 -1.389 -6.750
H -4.431 -2.377 -7.155
H -4.321 -3.879 -6.197
H -3.746 -3.719 -7.904
C 1.370 5.644 -2.279
C 1.050 4.850 -0.986
C -0.475 4.684 -0.777
C -0.809 4.150 0.633
N -2.315 4.097 0.867
C -3.042 3.292 -0.185
C -4.458 3.806 -0.157
C -4.189 5.323 -0.085
C -2.969 5.470 0.820
C -2.432 3.232 2.106
H 0.921 6.633 -2.215
H 0.955 5.108 -3.135
H 2.449 5.716 -2.399
H 1.422 5.496 -0.188
H 1.593 3.905 -0.979
H -0.877 3.969 -1.499
H -0.981 5.621 -1.015
H -0.315 4.802 1.355
H -0.300 3.198 0.775
H -2.945 2.241 0.066
H -2.612 3.402 -1.178
H -4.945 3.556 0.792
H -5.255 3.635 -0.877
H -4.932 5.955 0.399
H -4.035 5.619 -1.124
H -3.202 5.700 1.861
H -2.235 6.238 0.586
H -3.427 3.372 2.537
H -1.843 3.621 2.939
H -2.185 2.210 1.845
C 5.610 4.784 2.512
C 5.896 3.403 1.983
C 4.788 2.935 1.046
C 5.216 1.799 0.105
N 4.299 1.424 -1.041
C 2.979 1.032 -0.408
C 2.397 -0.100 -1.233
C 3.611 -0.903 -1.709
C 4.713 0.141 -1.785
C 4.110 2.612 -1.990
H 4.574 4.949 2.816
H 5.840 5.482 1.704
H 6.204 5.023 3.393
H 5.965 2.656 2.780
H 6.878 3.358 1.504
H 4.450 3.772 0.427
H 3.910 2.619 1.613
H 5.457 0.957 0.763
H 6.206 1.966 -0.329
H 2.273 1.862 -0.424
H 3.140 0.790 0.640
H 1.848 0.359 -2.055
H 1.733 -0.725 -0.638
H 3.332 -1.336 -2.667
H 3.917 -1.649 -0.977
H 4.918 0.375 -2.832
H 5.709 -0.065 -1.394
H 5.039 2.870 -2.493
H 3.780 3.453 -1.389
H 3.404 2.236 -2.726
O -1.010 1.315 -0.997
C -0.715 0.401 -0.025
O -0.933 -0.829 -0.227
O -0.327 0.847 1.073
H -1.351 0.601 -1.580
O 1.954 1.858 2.117
C 1.811 2.855 3.044
O 0.728 3.346 3.467
O 2.861 3.321 3.584
H 1.060 1.510 1.955
*
```


Which of these has the lowest orbital gap? C47H102N5O6


Which of these has the lowest orbital gap? C47H102N5O6


What is the formula in the first record? C47H101NO33


Among the records above, which one has the highest orbital gap? C47H101NO33